Entry 1:
{"formula": "C24H23N4O5PdSi", "method": "ωB97M-V/def2-TZVPD", "species": ["C", "N", "H", "H", "O", "H", "O", "C", "H", "C", "O", "H", "C", "N", "C", "Pd", "H", "H", "H", "H", "H", "H", "H", "C", "C", "C", "C", "C", "H", "C", "N", "H", "C", "C", "H", "C", "O", "C", "H", "C", "H", "H", "H", "H", "H", "H", "Si", "C", "C", "C", "H", "C", "C", "C", "O", "C", "N", "C"], "positions_angstrom": [[-1.258, 3.173, -0.936], [1.982, 0.493, -0.693], [4.488, -1.699, -1.150], [-1.925, 2.612, -1.577], [-4.903, 2.579, 2.947], [0.251, -4.209, -1.064], [-0.355, 1.705, 1.902], [-0.132, -2.195, -1.754], [0.287, -4.273, 2.314], [-2.437, 1.154, 0.836], [-4.795, 1.155, 0.360], [0.095, -3.867, -5.318], [2.665, -0.608, -1.067], [-0.047, 2.622, -0.744], [4.019, 1.358, 0.203], [-0.081, 0.435, -0.527], [1.223, -4.222, 0.820], [-2.375, -2.983, 2.314], [5.742, 0.113, 0.084], [0.385, -5.218, -3.254], [2.076, -1.363, -1.564], [-0.601, -0.419, -2.861], [-0.466, -4.770, 0.800], [-0.334, -1.463, -2.953], [0.229, -4.054, 1.243], [-0.762, 4.947, 0.556], [-1.607, 1.742, 1.836], [0.112, -3.576, -1.927], [0.167, -1.164, 3.236], [-1.653, 4.338, -0.326], [-0.129, -1.588, -0.518], [0.978, -0.307, 1.952], [-2.140, -2.204, 1.582], [4.691, 0.218, -0.153], [1.632, -1.858, 2.530], [4.005, -0.787, -0.829], [-2.121, 3.200, 3.694], [0.025, -3.406, -4.341], [-1.051, 5.838, 1.100], [-2.479, 2.481, 2.781], [4.523, 2.170, 0.710], [-0.413, -1.437, -5.079], [-2.648, 4.726, -0.490], [1.176, 4.822, 1.470], [-2.785, -2.335, 0.711], [2.621, 3.207, 0.919], [-0.338, -2.259, 1.070], [0.796, 3.213, 0.087], [0.480, 4.396, 0.759], [-3.843, 1.439, 1.072], [-2.394, -1.238, 2.023], [0.715, -1.306, 2.300], [-0.249, -2.051, -4.201], [-3.907, 2.213, 2.366], [-2.048, 0.497, -0.228], [0.188, -4.154, -3.185], [2.069, 2.686, 0.259], [2.651, 1.484, -0.095]], "forces_ev_per_a": [[0.05, 0.08, -0.15], [0.00, 0.01, 0.21], [0.01, 0.00, 0.00], [-0.01, -0.01, 0.03], [-0.03, 0.04, -0.01], [0.01, 0.08, -0.10], [-0.08, -0.10, 0.06], [-0.14, -0.02, 0.01], [-0.02, 0.01, 0.01], [-0.20, -0.07, -0.19], [-0.02, -0.02, -0.01], [-0.01, 0.01, -0.01], [-0.08, 0.01, -0.06], [-0.26, -0.63, 0.35], [0.01, 0.02, -0.03], [0.02, 0.53, -0.41], [0.00, 0.00, 0.03], [0.02, 0.02, 0.01], [0.00, 0.00, -0.01], [0.00, 0.00, 0.00], [-0.01, -0.03, 0.00], [0.04, 0.12, -0.06], [0.02, 0.01, 0.01], [-0.01, -0.03, 0.35], [-0.02, -0.05, 0.07], [-0.03, 0.01, -0.03], [0.17, -0.07, 0.07], [0.03, -0.10, -0.10], [0.01, -0.02, -0.01], [0.11, 0.09, 0.00], [0.30, 0.03, -0.15], [-0.05, 0.02, 0.02], [0.01, 0.00, -0.01], [-0.01, 0.01, 0.01], [0.01, 0.01, -0.04], [0.00, 0.00, -0.02], [0.03, 0.02, 0.01], [-0.01, 0.06, -0.04], [-0.01, -0.02, 0.01], [-0.09, -0.04, -0.01], [0.01, 0.00, -0.01], [-0.01, 0.00, 0.00], [0.00, 0.00, 0.00], [0.00, 0.00, -0.01], [0.00, -0.03, 0.01], [0.00, 0.00, -0.01], [-0.11, 0.06, 0.00], [0.10, 0.22, -0.21], [0.03, 0.01, -0.11], [0.05, 0.01, 0.02], [-0.01, 0.01, -0.01], [0.09, -0.04, 0.02], [0.02, -0.06, -0.04], [0.04, -0.04, -0.04], [0.03, 0.04, 0.24], [0.00, -0.01, 0.10], [-0.06, -0.19, 0.28], [0.06, 0.04, -0.09]], "total_charge": -1, "multiplicity": 1, "homo_ev": -3.7937, "orbital_gap_ev": 5.892}

Entry 2:
{"formula": "C24H24As2CsF6N6O7S2", "method": "ωB97M-V/def2-TZVPD", "species": ["C", "H", "H", "H", "N", "C", "F", "C", "C", "N", "H", "N", "C", "H", "H", "As", "H", "C", "F", "F", "H", "S", "C", "O", "H", "O", "F", "C", "H", "C", "H", "N", "C", "C", "C", "F", "C", "F", "C", "O", "H", "H", "H", "C", "N", "H", "C", "C", "As", "N", "H", "H", "C", "H", "C", "C", "H", "H", "O", "H", "O", "O", "H", "H", "C", "H", "C", "Cs", "C", "O", "C", "S"], "positions_angstrom": [[1.181, 3.059, -1.453], [-3.983, -2.762, 0.667], [3.922, -5.214, -2.971], [2.375, 1.039, -5.460], [3.317, 2.202, -1.913], [1.187, -4.329, -4.777], [1.837, 1.736, 4.762], [-4.063, 5.329, 2.742], [-1.153, 3.330, 0.373], [-0.054, 3.244, -1.691], [-2.733, 5.388, -0.376], [-0.952, -1.645, 2.955], [2.634, 1.362, -4.461], [3.032, -5.289, -5.319], [-1.680, 2.347, 3.944], [-1.905, -1.315, 0.831], [-2.277, -1.216, -1.665], [-2.360, 3.653, 2.490], [4.036, -0.918, 4.130], [2.198, -0.507, 5.725], [0.721, 2.270, -4.040], [-0.094, -2.859, -1.266], [-3.319, 4.292, 3.273], [4.379, -4.401, -0.836], [-3.095, -0.242, 2.896], [0.056, -3.317, 0.107], [4.067, 1.080, 5.576], [-2.918, 5.095, 0.648], [-2.531, -3.611, 0.087], [-3.861, 5.737, 1.430], [-2.810, -3.449, 1.830], [-0.888, 3.797, -0.802], [-1.651, -2.264, 3.701], [3.877, 1.061, -3.929], [-2.929, -2.966, 0.862], [3.673, 1.346, 3.165], [0.953, -3.735, -2.450], [1.752, -0.244, 3.290], [-3.238, -0.192, 1.820], [0.259, -1.456, -1.421], [-3.475, 3.972, 4.296], [4.600, 0.477, -4.480], [-3.463, -0.132, -0.829], [1.718, 2.051, -3.687], [-0.578, 2.168, 0.915], [-0.336, 1.030, 2.632], [-2.427, -0.469, -0.897], [-2.162, 4.047, 1.164], [2.924, 0.384, 4.407], [-1.593, 2.620, 2.980], [-4.246, -0.534, 1.576], [-4.443, 6.553, 1.021], [2.940, -4.837, -3.223], [-4.809, 5.821, 3.354], [2.203, -4.269, -2.194], [-0.789, 1.890, 2.149], [1.628, 3.345, -0.498], [-3.147, 0.845, 1.495], [2.341, -5.066, 0.290], [-0.533, -3.355, -3.916], [-2.339, -2.827, 4.495], [2.750, -2.692, -0.255], [0.785, -4.340, -5.783], [5.123, 1.279, -2.185], [2.096, 2.436, -2.405], [-1.755, 0.366, -1.083], [0.450, -3.771, -3.746], [1.418, -1.798, 1.460], [2.442, -4.866, -4.515], [-1.427, -3.165, -1.789], [4.166, 1.499, -2.644], [2.976, -4.097, -0.578]], "forces_ev_per_a": [[-0.36, 0.66, 0.90], [0.07, 0.17, 0.03], [0.01, -0.01, -0.07], [-0.03, -0.02, -0.02], [-0.19, -0.02, 0.27], [0.04, 0.00, 0.05], [0.08, -0.41, -0.26], [0.05, -0.13, 0.15], [0.57, -0.37, -0.64], [0.26, -1.13, -0.65], [-0.03, -0.01, -0.02], [-0.47, 0.09, -0.22], [-0.03, 0.01, -0.02], [0.01, -0.03, 0.01], [0.07, -0.10, 0.00], [-2.40, 0.69, 1.03], [-0.09, -0.02, -0.08], [-0.17, 0.28, -0.23], [-0.37, 0.03, -0.30], [-0.01, 0.03, -0.46], [-0.04, 0.00, 0.04], [-0.67, -0.21, -1.25], [-0.06, 0.10, 0.14], [-0.12, 0.09, -0.01], [0.02, -0.05, -0.01], [-1.25, -1.72, -1.48], [-0.40, -0.29, -0.47], [-0.06, 0.03, 0.06], [-0.01, -0.03, -0.02], [0.04, 0.06, -0.19], [-0.06, 0.08, 0.02], [-0.35, 0.70, 0.92], [-0.16, 0.13, 0.45], [0.02, -0.06, 0.09], [0.20, -0.31, -0.11], [-0.25, -0.35, -0.06], [-0.07, 0.04, 0.20], [0.48, 1.49, 1.75], [0.35, 0.02, 0.00], [0.18, 0.08, 0.03], [0.01, -0.02, 0.01], [0.03, -0.01, -0.03], [0.03, -0.09, 0.22], [0.00, -0.03, -0.02], [0.05, 0.06, -0.21], [0.14, -0.11, -0.16], [0.42, 0.05, -0.31], [-0.13, 0.01, 0.19], [0.80, 1.38, 1.89], [0.21, -0.24, 0.04], [0.07, -0.08, -0.10], [0.00, 0.00, -0.02], [0.09, -0.05, 0.00], [0.01, -0.01, 0.03], [0.11, 0.26, 0.37], [-0.13, 0.33, 0.12], [0.01, -0.03, -0.03], [0.00, -0.01, -0.04], [-0.25, 0.25, 0.20], [0.00, -0.01, -0.08], [-0.01, -0.13, -0.17], [1.83, -1.41, -2.21], [-0.01, 0.01, -0.01], [0.03, 0.00, 0.00], [0.20, -0.24, -0.27], [0.00, 0.05, 0.07], [-0.16, -0.02, -0.04], [0.45, 1.44, 1.96], [-0.06, -0.02, 0.02], [0.02, -0.07, -0.04], [0.08, 0.06, -0.28], [1.37, -0.83, -0.67]], "total_charge": -2, "multiplicity": 2, "homo_ev": [-3.8941, -3.9395], "orbital_gap_ev": [7.550, 6.518]}

Entry 3:
{"formula": "C24H24As2CsF6N6O7S2", "method": "ωB97M-V/def2-TZVPD", "species": ["F", "H", "H", "C", "C", "S", "F", "O", "N", "H", "O", "H", "C", "C", "C", "H", "H", "F", "C", "C", "N", "C", "C", "N", "C", "H", "O", "H", "C", "H", "C", "H", "S", "H", "F", "H", "C", "C", "C", "O", "O", "H", "H", "H", "As", "F", "H", "C", "H", "H", "H", "C", "C", "H", "C", "C", "O", "O", "C", "C", "Cs", "F", "C", "N", "N", "C", "H", "As", "H", "H", "N", "H"], "positions_angstrom": [[-5.253, 1.426, -1.456], [1.038, 0.155, 5.693], [-0.769, 3.641, -1.774], [0.613, -1.385, 4.285], [2.546, 1.913, 1.169], [1.150, -4.517, -0.371], [-4.444, -0.699, -2.396], [1.325, -5.007, 1.002], [-0.578, 1.355, 2.298], [1.965, -4.499, 4.301], [2.475, -0.751, -0.892], [3.148, 1.010, 1.228], [-3.297, 3.317, 1.033], [2.827, -4.194, -0.967], [-0.673, -2.446, 2.144], [4.071, 2.484, -2.460], [-3.085, 4.459, -2.134], [-4.595, 0.694, 0.785], [2.359, -2.969, 5.759], [2.090, -1.660, 6.169], [0.213, -3.216, 2.799], [1.231, -0.876, 5.427], [-2.801, 4.035, -1.180], [-0.926, -1.203, 2.385], [3.349, -5.239, -1.729], [-1.211, -2.935, 1.340], [2.343, -1.875, 1.270], [2.874, 4.702, -0.108], [4.911, -3.034, -1.267], [1.114, 4.438, -0.054], [5.416, -4.077, -2.024], [2.572, -1.256, 7.050], [3.176, -1.537, 0.134], [3.055, -3.580, 6.322], [-6.073, -0.735, -0.558], [1.585, 1.764, 1.653], [3.625, -3.065, -0.731], [4.627, -5.190, -2.256], [0.864, -2.703, 3.902], [4.456, -0.941, 0.492], [0.634, -5.527, -1.271], [6.419, -4.011, -2.429], [-3.988, 3.148, 1.848], [2.711, -6.091, -1.913], [2.253, 2.339, -0.736], [-2.929, 0.690, -1.055], [5.514, -2.159, -1.071], [1.007, 1.419, -3.383], [4.199, 1.006, -1.453], [4.754, 2.566, -0.802], [3.074, 2.762, 1.612], [2.023, 4.255, -0.624], [-1.989, 2.857, 1.131], [-2.180, 2.240, 3.254], [4.024, 2.081, -1.452], [-0.179, -0.563, 3.360], [0.632, 0.471, -3.990], [0.431, -3.250, -0.426], [-3.713, 3.904, -0.148], [-1.575, 2.128, 2.351], [-0.341, -0.606, -0.776], [-3.718, -1.410, -0.143], [1.755, -3.492, 4.638], [-0.131, 0.722, 3.437], [1.356, 2.394, -2.775], [-1.508, 3.570, -0.981], [0.603, -4.018, 2.281], [-4.517, -0.011, -0.804], [1.926, 4.657, -1.629], [-4.742, 4.215, -0.272], [-1.097, 2.995, 0.144], [4.995, -6.019, -2.851]], "forces_ev_per_a": [[-0.02, -0.01, 0.00], [0.00, 0.00, 0.00], [0.01, -0.01, 0.01], [0.00, 0.06, 0.03], [0.03, -0.04, 0.00], [-0.06, 0.22, 0.16], [0.00, 0.01, 0.03], [0.03, -0.04, 0.01], [0.01, -0.04, 0.01], [0.00, 0.00, 0.00], [0.32, -0.02, -0.02], [0.02, 0.00, 0.00], [0.01, 0.03, -0.06], [0.06, -0.02, -0.02], [0.03, 0.00, 0.03], [-0.01, 0.01, 0.00], [0.00, 0.00, 0.00], [0.02, -0.01, -0.01], [0.01, 0.03, 0.03], [0.01, -0.04, -0.01], [-0.03, 0.01, -0.01], [-0.02, 0.01, -0.01], [-0.02, 0.01, 0.00], [0.02, 0.03, -0.06], [0.01, 0.00, 0.00], [0.07, -0.04, 0.01], [0.05, -0.04, -0.01], [0.01, -0.02, 0.00], [0.02, 0.00, -0.02], [0.00, 0.03, -0.01], [0.00, 0.01, 0.02], [0.00, 0.00, 0.00], [-0.15, -0.01, 0.04], [0.00, 0.00, 0.01], [-0.05, 0.00, 0.01], [-0.01, 0.03, 0.00], [0.01, -0.04, -0.02], [-0.01, -0.01, 0.00], [0.03, -0.05, 0.01], [0.03, 0.03, 0.00], [0.00, -0.04, 0.00], [0.00, -0.01, 0.00], [0.00, 0.00, 0.00], [-0.01, 0.00, 0.01], [-0.03, -0.13, 0.08], [-0.26, 0.24, -0.01], [-0.01, 0.00, 0.01], [-0.08, -0.06, 0.10], [0.03, 0.00, -0.01], [0.00, 0.00, 0.00], [0.00, 0.00, 0.00], [0.01, 0.07, -0.01], [0.01, -0.05, 0.08], [0.00, 0.00, -0.01], [0.06, 0.01, 0.01], [0.01, -0.05, 0.01], [0.02, -0.01, -0.04], [0.10, -0.46, -0.15], [0.02, -0.01, 0.02], [0.00, 0.04, 0.01], [-0.39, 0.36, 0.01], [-0.10, -0.03, -0.04], [-0.02, 0.00, -0.02], [-0.01, 0.01, -0.08], [0.03, 0.07, -0.07], [0.01, -0.02, -0.02], [0.01, 0.00, 0.00], [0.17, -0.10, 0.01], [0.00, 0.02, 0.00], [0.00, 0.00, -0.01], [-0.02, 0.02, -0.03], [0.01, 0.00, 0.00]], "total_charge": -2, "multiplicity": 2, "homo_ev": [-3.0207, -3.2990], "orbital_gap_ev": [6.842, 6.802]}

What did we get for energy relative to the best compared isomer or geometry (same formula, charge and spin)? Answer: 0.0, 401.3, 34.5 kJ/mol, in the order shown.
What did we get for electronic energy? Answer: -52819.9156, -208755.4296, -208759.2310 eV, in the order shown.